A molecular structure, C19H40N6O4Si4TeV at a distorted geometry, computed with the ωB97M-V functional and the def2-TZVPD basis.

## Properties
Orbital gap (spin up / spin down): 0.2139 / 0.2015 Eh
Energy above the lowest of the compared OMol25 structures with the same formula, charge and spin: 2.372 eV
<S²>: 2.04
2S+1: 3
E_HOMO (spin up / spin down): -9.76 / -9.94 eV
Total charge: +1

XYZ file:
```
75
Properties=species:S:1:pos:R:3:forces:R:3:lowdin_charge:R:1
V -0.077200 -0.909400 0.559100 0.46 0.45 -4.30 0.55
N 3.578100 0.953100 0.384800 -0.75 -0.35 -0.24 0.08
C 2.476300 0.648700 -0.320300 0.29 0.10 -0.11 -0.08
N 1.638400 0.000400 0.460300 2.41 1.44 0.24 -0.10
C 2.281200 -0.059000 1.669300 1.19 0.79 -1.10 -0.29
N 3.470800 0.509500 1.638800 -0.31 -0.31 0.88 0.17
C 1.524000 -0.611700 2.747200 -0.81 -0.43 0.66 -0.14
C 1.892700 -0.639400 4.088200 0.19 -0.01 -0.44 -0.03
N 1.068500 -1.034900 5.036300 -0.55 -0.11 0.00 0.13
C -0.167400 -1.371200 4.648100 0.46 0.06 0.51 -0.08
C -0.568200 -1.359400 3.333900 -0.27 -0.20 -0.66 -0.06
N 0.277700 -1.018900 2.336100 1.42 0.54 5.26 -0.05
H 4.404200 1.457100 0.096700 -0.05 -0.07 -0.04 0.18
H 2.316300 0.892900 -1.352900 -0.01 0.06 -0.14 0.16
H 2.885100 -0.323900 4.377500 0.10 0.03 -0.02 0.14
H -0.843500 -1.673400 5.434900 -0.15 -0.01 -0.06 0.13
H -1.569300 -1.658300 3.038000 0.16 0.03 0.06 0.12
N -3.653600 2.864900 -0.174000 -0.29 -0.10 0.18 0.02
C -2.397800 2.540800 0.475700 0.02 -0.19 -0.08 -0.16
C -1.464100 1.964100 -0.581900 -0.82 0.90 0.00 -0.53
O -1.734300 2.355600 -1.802700 0.43 -0.22 -0.02 0.16
O -0.478600 1.310100 -0.306600 0.67 -0.87 0.28 0.02
H -4.236200 3.436100 0.425600 -0.01 0.05 -0.18 0.10
H -4.154800 2.006000 -0.389900 -0.01 0.08 0.07 0.08
H -2.601000 2.824700 -1.786900 0.13 0.00 0.22 0.12
H -2.469800 1.851200 1.331600 0.12 0.08 -0.26 0.13
H -1.932500 3.469900 0.827300 0.00 -0.16 -0.01 0.14
C -4.052000 -1.709800 0.401400 0.38 0.27 -0.08 0.04
C -2.818000 -0.976400 -0.089400 -2.51 0.93 -1.10 -0.58
O -2.898100 -0.006900 -0.834100 -0.34 -0.55 0.46 0.07
O -1.686200 -1.433300 0.297400 -2.21 -1.22 0.39 -0.19
H -4.894100 -1.023300 0.396500 -0.01 -0.03 0.00 0.09
H -3.889300 -2.121100 1.394000 -0.06 -0.09 0.02 0.07
H -4.270900 -2.524400 -0.287200 0.02 -0.10 0.00 0.09
C 0.492400 -4.537400 3.299900 -0.37 -0.17 -0.42 -0.21
Si -0.682200 -5.457300 2.099700 0.15 -0.07 0.16 0.42
C -2.447800 -4.732000 2.275100 0.62 -0.22 -0.15 -0.20
C -0.678900 -7.313200 2.535000 -0.03 0.63 -0.18 -0.21
Si 0.258600 -5.212200 -0.106400 0.21 -0.52 -0.39 0.15
Te 1.136800 -2.844300 -0.499700 0.59 -0.84 -0.34 0.68
Si 2.413300 -6.377700 -0.323500 -0.04 0.11 0.17 0.39
C 2.205800 -8.266300 -0.133300 0.04 0.67 -0.07 -0.20
C 3.580700 -5.725700 1.042900 -0.39 -0.15 -0.47 -0.22
C 3.138900 -5.956300 -2.041800 -0.37 -0.07 0.62 -0.22
Si -1.065100 -5.802500 -2.076400 -0.13 0.14 0.15 0.41
C -2.890300 -5.420200 -1.658100 0.58 -0.19 -0.21 -0.22
C -0.543300 -4.759400 -3.586400 -0.11 -0.29 0.62 -0.22
C -0.838100 -7.663000 -2.437900 -0.10 0.66 0.18 -0.22
H 0.110100 -4.492900 4.315900 -0.20 -0.09 0.19 0.03
H 0.654500 -3.514800 2.966500 0.10 0.00 -0.14 -0.02
H 1.464200 -5.017000 3.343500 0.20 -0.15 -0.07 0.02
H -2.972300 -5.138900 3.134600 0.03 -0.13 0.22 0.03
H -3.050900 -4.942500 1.398800 -0.10 -0.05 -0.20 0.01
H -2.411800 -3.652800 2.393200 0.05 0.20 -0.03 -0.02
H -0.947300 -7.494700 3.571500 -0.09 0.11 0.22 0.03
H 0.306900 -7.737700 2.380700 0.23 -0.05 -0.06 0.01
H -1.375400 -7.870400 1.918700 -0.17 -0.10 -0.19 0.03
H 1.895700 -8.536000 0.870000 -0.07 0.01 0.24 0.01
H 3.144300 -8.777200 -0.325500 0.25 -0.02 -0.06 0.03
H 1.471800 -8.668800 -0.821200 -0.18 -0.03 -0.19 0.01
H 3.311000 -6.121600 2.016400 -0.14 -0.12 0.20 0.01
H 3.541300 -4.641100 1.102700 -0.04 0.18 -0.04 0.00
H 4.613900 -6.006000 0.859000 0.17 -0.11 -0.13 0.03
H 2.614300 -6.476800 -2.836400 -0.17 -0.12 -0.13 0.02
H 4.187800 -6.230200 -2.111600 0.18 -0.09 0.10 0.03
H 3.062100 -4.889400 -2.235500 0.00 0.18 -0.02 0.00
H -3.034300 -4.349600 -1.538800 0.04 0.20 0.05 0.01
H -3.199500 -5.910700 -0.740100 -0.03 -0.11 0.16 0.01
H -3.556400 -5.753300 -2.449300 -0.08 -0.07 -0.18 0.03
H -0.709600 -3.701900 -3.398900 -0.02 0.15 0.09 0.01
H -1.107100 -5.027800 -4.475600 -0.17 -0.16 -0.08 0.03
H 0.509400 -4.889500 -3.815600 0.23 -0.05 0.00 0.02
H -1.016600 -8.260100 -1.549200 -0.02 -0.10 0.20 0.02
H 0.164600 -7.880300 -2.792200 0.22 0.02 -0.03 0.02
H -1.531400 -8.004000 -3.201800 -0.16 0.05 -0.15 0.03
```
Positions in Å, forces in eV/Å.

***

A molecular structure, C19H40OP2Pd at a distorted geometry, computed with the ωB97M-V functional and the def2-TZVPD basis.

## Properties
Orbital gap (spin up / spin down): 0.2021 / 0.2678 Eh
<S²>: 6.01
2S+1: 5
E_HOMO (spin up / spin down): -10.08 / -15.03 eV
Total charge: +2

XYZ file:
```
63
Properties=species:S:1:pos:R:3:forces:R:3:lowdin_charge:R:1
P 0.296431 4.039510 0.669161 1.20 -2.85 -1.00 0.94
P -1.085878 -3.533310 -0.547995 0.12 1.06 1.55 0.83
C 1.156790 -1.683959 -0.252205 -0.44 -2.09 0.78 -0.19
C 0.032117 -2.186246 -1.142545 0.04 0.12 -0.80 -0.31
H 0.782855 -1.335144 0.721678 0.28 0.34 -0.33 0.06
H 1.946755 -2.437430 -0.113319 -0.16 0.34 -0.10 0.05
H -0.643726 -1.346813 -1.381740 0.03 -0.36 -0.08 0.09
H 0.457046 -2.566622 -2.085350 -0.18 0.17 0.07 0.10
C -0.136436 -4.961017 -0.033516 0.09 -0.30 -0.36 -0.13
H -0.785493 -5.715074 0.433162 0.13 0.26 -0.19 0.07
H 0.636001 -4.657806 0.687434 -0.28 0.04 -0.21 0.08
H 0.351816 -5.407583 -0.909944 -0.05 0.02 0.19 0.08
C -2.375790 -3.903146 -1.727200 0.15 -0.17 -0.58 -0.14
H -1.912393 -4.292264 -2.645662 -0.16 0.05 0.17 0.08
H -2.942551 -2.994318 -1.978066 0.26 -0.24 0.15 0.08
H -3.065377 -4.666122 -1.335816 0.32 0.24 -0.06 0.07
C 1.353509 4.808817 1.894293 0.03 0.29 0.27 -0.17
H 0.741525 5.014206 2.784201 0.27 0.06 -0.17 0.07
H 1.747606 5.756822 1.501389 -0.06 -0.30 0.15 0.07
H 2.189264 4.152882 2.174580 -0.33 0.13 -0.09 0.06
C -0.466405 5.278807 -0.379566 -0.11 0.29 -0.06 -0.17
H -0.774200 4.860137 -1.346625 0.06 0.10 0.34 0.06
H 0.243989 6.099426 -0.552588 -0.21 -0.24 0.02 0.08
H -1.351998 5.673913 0.138225 0.21 -0.01 -0.16 0.08
Pd 2.417853 0.018576 -0.881007 -3.06 -4.60 3.80 1.03
C 2.549984 0.931965 -2.598046 -0.78 0.90 -3.91 -0.34
C 3.756666 1.049584 -1.837807 4.33 1.40 -1.80 -0.32
C 4.215476 2.239522 -1.011590 0.41 -0.33 0.11 -0.18
C 3.648389 2.125138 0.428262 -0.18 -0.53 -0.23 -0.21
C 2.201331 1.640670 0.294369 -0.38 2.73 2.62 -0.35
C 1.386573 2.680073 -0.426279 -0.97 2.75 0.76 -0.36
C 0.572293 2.204862 -1.608085 -0.18 0.42 -0.45 -0.22
C 1.513284 2.012113 -2.824922 -0.16 -0.32 -0.04 -0.18
C -0.938344 3.019656 1.489371 -0.41 0.25 0.34 -0.19
H 2.601550 0.181209 -3.397998 0.05 0.39 0.12 0.11
H 4.566166 0.392829 -2.182427 -0.17 0.35 0.05 0.11
H 3.936390 3.188241 -1.489881 0.01 -0.18 0.09 0.11
H 5.311968 2.208681 -0.968019 -0.29 0.14 -0.03 0.12
H 4.222722 1.374884 0.986112 -0.02 0.21 -0.08 0.11
H 3.719187 3.074334 0.972416 0.06 0.02 -0.06 0.10
H 1.754809 1.351376 1.260028 0.10 -0.18 -0.25 0.09
H 2.050461 3.489633 -0.763426 0.15 -0.41 -0.41 0.09
H -0.207597 2.931206 -1.870062 0.05 -0.20 -0.07 0.09
H 0.072951 1.253927 -1.363012 0.02 0.12 -0.08 0.10
H 0.904622 1.709669 -3.687991 0.14 0.11 0.20 0.12
H 1.995784 2.965343 -3.096079 -0.19 -0.05 0.19 0.13
H -1.775950 2.809855 0.809377 0.25 0.09 0.17 0.07
H -1.309578 3.566170 2.368494 -0.09 -0.29 -0.21 0.07
H -0.494108 2.067305 1.814627 -0.03 0.38 -0.09 0.06
C -3.089958 -4.636683 1.781901 0.10 -0.09 0.02 -0.03
C -2.920053 -3.141998 1.551468 -0.48 -0.08 0.36 -0.60
C -4.132427 -2.539047 0.855733 0.03 0.09 -0.20 -0.02
C -2.657665 -2.415745 2.859861 0.23 0.08 0.14 -0.02
O -1.703270 -2.863635 0.741499 0.13 -0.02 -0.38 -0.25
H -3.920382 -4.791927 2.483637 0.22 0.02 -0.22 0.11
H -2.186600 -5.069858 2.231324 -0.24 0.08 -0.08 0.10
H -3.339283 -5.172949 0.855355 0.07 0.08 0.23 0.08
H -5.002916 -2.612475 1.520950 0.23 0.00 -0.19 0.11
H -3.955309 -1.476708 0.641016 -0.08 -0.25 0.02 0.10
H -4.375328 -3.063505 -0.077048 -0.01 0.15 0.24 0.08
H -1.765826 -2.820742 3.353571 -0.19 0.10 -0.08 0.10
H -2.506307 -1.344297 2.675777 -0.04 -0.24 0.06 0.09
H -3.513014 -2.534917 3.536542 0.20 0.01 -0.20 0.11
```
Positions in Å, forces in eV/Å.

***

6 unconnected molecules or ions with the total composition C19H41BrF8N11O6 at a distorted geometry, computed with the ωB97M-V functional and the def2-TZVPD basis.

## Properties
Orbital gap: 0.2754 Eh
E_HOMO: -10.37 eV
Total charge: +1

XYZ file:
```
86
Properties=species:S:1:pos:R:3:forces:R:3:lowdin_charge:R:1
C 6.905839 0.852841 2.397805 -1.22 -0.70 0.18 -0.16
C 6.871589 -0.677100 3.072316 0.88 1.56 -1.88 -0.63
Br 5.419396 -0.570998 4.499213 1.11 -0.50 -0.89 0.63
C 6.494033 -1.696380 1.845378 1.14 0.35 0.61 -0.21
C 6.682395 -3.289995 2.178880 -2.10 -1.05 -1.37 -0.21
C 5.613164 -4.007544 1.111271 0.60 1.63 -2.66 -0.09
N 4.241221 -3.977553 1.817706 1.17 -0.01 1.52 0.06
C 4.558455 -4.495569 3.204058 0.97 -3.12 1.91 -0.25
C 3.399503 -4.535069 4.361724 -0.45 0.74 -0.29 -0.08
C 2.444982 -3.205041 4.440512 -0.35 -0.91 2.27 -0.20
O 1.709300 -2.888080 3.206614 1.44 1.89 0.69 -0.19
C 1.306698 -1.474450 3.299994 -1.13 1.15 0.45 -0.08
C 0.759779 -0.835674 1.869375 -2.02 -0.26 1.94 -0.14
F 0.227383 0.532049 2.227124 2.17 -4.05 -1.67 -0.01
F -0.413143 -1.634095 1.442776 3.68 2.52 0.63 0.03
C 1.926861 -0.689697 0.724146 0.07 -0.59 0.65 -0.08
F 3.080519 0.013656 1.392845 -3.52 -2.51 -2.49 0.02
F 2.285545 -2.100674 0.320898 -0.55 4.35 1.26 0.01
C 1.454439 0.063980 -0.653958 -1.41 0.19 -1.91 -0.11
F 0.326893 -0.729939 -1.270554 3.28 2.47 2.38 0.01
F 0.963913 1.455081 -0.465909 1.63 -4.66 -0.26 0.04
C 2.623040 0.133287 -1.823502 0.97 -0.28 -2.29 -0.05
F 2.247770 -0.658884 -3.051618 1.00 2.13 4.08 -0.04
F 3.943392 -0.382613 -1.394365 -3.96 1.34 -0.85 -0.03
C 6.060873 -3.931541 3.553220 1.57 -1.94 -0.03 -0.11
H 5.813066 1.294962 2.581464 2.66 -0.62 -0.41 0.07
H 7.751738 1.518252 2.869284 -1.86 -1.33 -1.06 0.10
H 7.004349 0.705787 1.240959 0.18 0.55 2.21 0.08
H 7.924421 -0.844225 3.555034 -2.32 -0.18 -0.69 0.12
H 5.423547 -1.393512 1.462966 1.90 -0.77 0.86 0.11
H 7.233889 -1.447287 0.942169 -1.56 -0.54 2.03 0.15
H 7.745528 -3.757270 1.908756 -2.30 1.49 0.84 0.17
H 5.946301 -5.013756 0.604584 -1.09 1.60 1.71 0.16
H 5.402203 -3.287819 0.185250 0.83 -1.50 1.85 0.15
H 3.458313 -4.514513 1.383088 0.72 0.86 0.20 0.20
H 4.018159 -2.973431 1.992884 -0.45 -0.77 -0.80 0.14
H 4.749520 -5.660005 3.022818 -0.43 2.52 0.23 0.17
H 2.745880 -5.497622 4.194757 1.26 1.97 0.30 0.13
H 3.927248 -4.627871 5.428457 -1.08 0.20 -2.49 0.16
H 1.616126 -3.440215 5.266902 1.82 0.48 -1.63 0.16
H 3.080957 -2.321253 4.875400 -1.17 -1.45 -1.26 0.09
H 2.149202 -0.746952 3.678912 -1.41 -1.57 -0.84 0.14
H 0.410273 -1.395009 4.080645 1.74 0.06 -1.88 0.18
H 2.712274 1.257874 -2.197892 0.07 -2.60 0.96 0.20
H 6.675940 -4.951356 3.634009 -1.22 2.21 -0.02 0.14
H 6.282931 -3.443415 4.593001 -0.96 -0.37 -2.28 0.11
C -2.801678 0.335218 -4.267432 -0.54 0.33 -0.32 -0.71
O -3.718976 0.976578 -4.755120 -0.15 0.16 0.01 0.02
N -2.202934 -0.682757 -4.911613 0.33 -0.94 -1.03 0.16
N -2.307510 0.588932 -3.042253 0.26 0.65 1.36 0.16
H -1.446323 -1.222548 -4.526560 -0.16 0.11 -0.06 0.10
H -2.544855 -0.906798 -5.837056 0.14 0.06 0.36 0.12
H -2.730146 1.347514 -2.523238 0.19 -0.34 -0.17 0.11
H -1.552724 0.071873 -2.623841 -0.15 0.08 -0.06 0.07
C -1.636656 1.836373 4.852349 0.13 -0.05 -0.11 -0.72
O -0.498035 1.681162 5.264744 0.56 -0.18 0.19 0.00
N -2.611203 2.388258 5.597613 -0.61 0.58 1.19 0.16
N -2.018792 1.469416 3.615841 0.04 -0.59 -1.15 0.17
H -3.554556 2.524314 5.275628 0.17 -0.01 -0.04 0.10
H -2.365554 2.678518 6.535138 -0.13 -0.10 -0.38 0.11
H -1.315448 1.049747 3.022016 -0.57 0.31 0.38 0.06
H -2.951566 1.589116 3.258453 -0.05 0.15 -0.04 0.07
C -7.007511 4.196410 -4.306239 -0.72 -0.17 -1.35 -0.72
O -7.924809 4.837770 -4.793928 0.05 0.17 0.29 0.03
N -6.408766 3.178435 -4.950421 0.30 -0.59 -0.60 0.18
N -6.513343 4.450125 -3.081060 0.33 0.74 2.13 0.13
H -5.652156 2.638644 -4.565368 0.02 -0.05 -0.10 0.07
H -6.750688 2.954394 -5.875864 -0.01 -0.07 -0.02 0.07
H -6.935979 5.208706 -2.562045 0.19 -0.21 -0.25 0.11
H -5.758557 3.933065 -2.662649 -0.04 0.09 -0.34 0.07
C -5.685212 2.744488 1.152088 0.02 -0.19 0.33 -0.71
O -4.883549 2.541798 2.050348 0.39 -0.12 0.32 0.01
N -6.921227 2.213472 1.146836 -0.96 -0.69 0.43 0.16
N -5.404419 3.516898 0.087113 0.86 0.83 -0.96 0.16
H -7.595234 2.368749 0.416285 0.11 -0.01 0.11 0.11
H -7.173115 1.625396 1.930588 0.05 0.24 -0.33 0.12
H -4.484343 3.936028 0.051990 -0.38 -0.09 0.04 0.12
H -6.051370 3.695488 -0.662340 -0.02 -0.05 0.22 0.07
C -6.150183 2.453219 -8.696202 -0.43 0.09 0.34 -0.71
O -7.154425 2.489047 -8.002781 -0.06 -0.06 0.23 0.02
N -5.917115 1.473918 -9.588607 -0.18 -1.27 -0.81 0.15
N -5.186732 3.389710 -8.630003 0.74 1.16 0.40 0.16
H -5.096304 1.427223 -10.168425 -0.18 0.04 0.11 0.10
H -6.617801 0.748677 -9.669933 0.29 0.29 0.01 0.11
H -5.323013 4.144818 -7.970699 0.07 -0.25 -0.25 0.11
H -4.352896 3.377245 -9.192749 -0.18 -0.01 0.12 0.10
```
Positions in Å, forces in eV/Å.

***

Calculated total energy
In order: -3747.432598; -1632.989415; -5174.925500
Unit: Eh